17
Properties=species:S:1:pos:R:3:nbo_charge:R:1 method="wB97M-V/def2-TZVPD" lumo_energy_ev="4.23 / 4.04" charge=-1 spin_multiplicity=2 homo_ev="1.4012 / -3.4385" de_lowest_kcal_mol=14.6
N -0.86 0.85 -1.56 -0.951
C -0.67 0.13 -0.36 -0.009
C 1.73 0.77 -0.38 -0.673
C 0.63 -0.43 1.63 -0.644
C 0.49 0.31 0.34 -0.185
C -1.62 -0.98 -0.08 -1.025
H -1.66 0.61 -2.13 0.355
H -2.32 -0.73 0.73 0.201
H -2.34 -1.22 -0.86 0.203
H 1.35 -1.26 1.49 0.182
H -0.53 1.79 -1.45 0.350
H 2.57 0.98 0.28 0.191
H -1.07 -1.92 0.05 0.204
H 2.01 -0.03 -1.09 0.197
H -0.34 -0.73 2.02 0.216
H 1.12 0.22 2.37 0.186
H 1.51 1.64 -1.00 0.203